Entry from the OMol25 dataset: a molecular structure, C6H13N at a distorted geometry (the ωB97M-V functional and the def2-TZVPD basis).

Electronic energy = -7919.5977 eV
Energy above the lowest of the compared OMol25 structures with the same formula, charge and spin = 312.2 kJ/mol
HOMO-LUMO gap = 8.35 eV
Lowest unoccupied orbital energy = 1.1 eV
Maximum force = 5.70 eV/A

Geometry as ORCA input:
```
! RIJCOSX wB97M-V def2-TZVPD def2/J DEFGRID3
* xyz 0 1
C 1.07 0.13 -0.68
C 2.04 1.20 -1.06
C -1.81 0.95 0.49
C -1.37 -1.26 -0.63
C -0.79 -0.08 0.09
N 0.54 -1.25 1.66
C 0.55 0.06 0.65
H 1.14 -0.76 -1.30
H 1.09 -1.20 2.53
H 0.76 -2.12 1.18
H 0.72 0.92 1.28
H 1.91 1.51 -2.11
H 1.94 2.09 -0.43
H 3.08 0.85 -0.97
H -2.21 1.44 -0.40
H -2.65 0.48 1.00
H -1.40 1.72 1.14
H -1.88 -0.94 -1.54
H -2.11 -1.76 0.00
H -0.61 -1.99 -0.91
*
```



Entry from the OMol25 dataset: C2H2ClP in the gas phase at a distorted geometry (the ωB97M-V functional and the def2-TZVPD basis).

Electronic energy = -23914.6896 eV
Energy above the lowest of the compared OMol25 structures with the same formula, charge and spin = 158.1 kJ/mol
SMILES = ClP1=CC=1
HOMO-LUMO gap = 9.23 eV
Lowest unoccupied orbital energy = -0.3 eV
Maximum force = 7.41 eV/A

Geometry as ORCA input:
```
! RIJCOSX wB97M-V def2-TZVPD def2/J DEFGRID3
* xyz 0 1
Cl -2.17 0.21 0.11
P -0.31 -1.34 0.04
C 0.71 0.00 -0.70
C 0.34 0.15 0.57
H 0.85 0.46 -1.54
H 0.58 0.52 1.51
*
```



Entry from the OMol25 dataset: a molecular structure, C30H40BrGeN3OSW (the ωB97M-V functional and the def2-TZVPD basis).

Electronic energy = -177482.6729 eV
Energy above the lowest of the compared OMol25 structures with the same formula, charge and spin = 15.7 kJ/mol
HOMO-LUMO gap = 6.71 eV
Lowest unoccupied orbital energy = -7.2 eV
Maximum force = 0.67 eV/A

Geometry as ORCA input:
```
! RIJCOSX wB97M-V def2-TZVPD def2/J DEFGRID3
* xyz 2 1
W -1.26 0.15 -0.87
N -2.05 -3.44 -3.02
C -3.30 -3.32 -3.70
C -3.51 -4.01 -4.88
C -4.71 -3.83 -5.55
C -5.66 -2.94 -5.07
C -5.42 -2.22 -3.90
C -4.25 -2.43 -3.21
S -3.96 -1.68 -1.64
N -2.22 -1.50 -1.75
C -1.52 -2.50 -2.26
C -0.07 -2.50 -1.98
C 0.79 -3.56 -2.21
C 2.12 -3.42 -1.85
C 2.55 -2.23 -1.29
C 1.63 -1.22 -1.09
N 0.35 -1.36 -1.42
H -1.43 -4.15 -3.38
H -2.76 -4.68 -5.27
H -4.90 -4.38 -6.46
H -6.59 -2.80 -5.60
H -6.16 -1.53 -3.53
H 0.44 -4.50 -2.63
H 2.82 -4.23 -2.02
H 3.58 -2.08 -1.00
H 1.92 -0.27 -0.65
C 1.01 -1.12 6.44
C 1.89 -0.17 5.61
C 2.12 1.10 6.43
C 3.24 -0.86 5.34
C 1.25 0.14 4.26
C 0.38 -0.76 3.65
C -0.12 -0.46 2.40
Br -1.34 -1.65 1.55
C 0.21 0.73 1.74
O -0.33 0.89 0.48
C 1.05 1.67 2.33
C 1.55 1.32 3.58
C 1.48 3.01 1.71
C 1.35 4.12 2.78
C 0.66 3.47 0.50
C 2.95 2.89 1.29
H 1.45 -1.26 7.42
H 0.92 -2.11 5.99
H 0.00 -0.71 6.58
H 2.48 0.83 7.42
H 1.20 1.68 6.55
H 2.88 1.75 5.99
H 3.73 -1.09 6.28
H 3.90 -0.20 4.76
H 3.10 -1.79 4.78
H 0.08 -1.67 4.13
H 2.23 2.02 4.06
H 0.33 4.19 3.14
H 1.63 5.07 2.34
H 2.01 3.96 3.63
H -0.41 3.51 0.72
H 0.83 2.85 -0.38
H 0.98 4.48 0.24
H 3.59 2.62 2.13
H 3.31 3.83 0.88
H 3.07 2.12 0.51
C -1.02 0.21 -4.46
Ge -0.38 1.42 -3.04
C -1.10 3.22 -3.24
C 1.58 1.46 -3.08
C -2.72 1.30 -1.21
H -0.72 0.62 -5.42
H -2.11 0.12 -4.45
H -0.58 -0.78 -4.37
H -0.64 3.71 -4.11
H -0.89 3.82 -2.36
H -2.18 3.19 -3.40
H 1.89 2.12 -3.89
H 2.00 0.48 -3.27
H 2.01 1.86 -2.15
H -3.46 1.30 -2.01
H -2.81 2.19 -0.58
*
```



Entry from the OMol25 dataset: a molecular structure, C9H21ClIIrO2P2 at a distorted geometry (the ωB97M-V functional and the def2-TZVPD basis).

Electronic energy = -55773.2126 eV
Energy above the lowest of the compared OMol25 structures with the same formula, charge and spin = 68.3 kJ/mol
HOMO-LUMO gap (spin up / spin down) = 7.26 / 4.70 eV
Lowest unoccupied orbital energy (spin up / spin down) = -11.4 / -15.6 eV
<S²> = 8.7741
Maximum force = 8.45 eV/A

Geometry as ORCA input:
```
! RIJCOSX wB97M-V def2-TZVPD def2/J DEFGRID3
* xyz 3 6
C 0.19 2.10 -3.91
C -0.16 1.14 -2.86
H -0.40 2.99 -3.64
H -0.14 1.72 -4.92
H 1.28 2.25 -3.80
O -0.90 1.45 -1.91
Cl 0.44 -0.44 -3.07
Ir 0.11 -0.35 1.92
P -1.67 -1.08 -0.08
C -3.27 -0.76 0.75
C -2.54 -1.03 -1.73
H -3.39 -1.75 -1.75
H -2.64 -3.25 -0.64
H -1.81 -1.32 -2.49
H -0.85 -3.21 -0.79
H -3.47 0.30 0.58
H -2.90 -0.02 -1.92
C -1.70 -2.93 -0.16
H -4.07 -1.36 0.27
H -1.59 -3.37 0.83
H -3.21 -0.95 1.82
P 1.79 0.64 0.87
C 2.22 1.95 2.08
C 3.31 -0.40 0.86
H 2.42 0.97 -1.51
H 3.26 2.09 -0.44
H 1.57 2.39 -0.88
C 2.29 1.61 -0.63
H 3.24 -1.07 0.00
H 4.18 0.27 0.72
H 3.25 2.28 1.90
H 2.08 1.55 3.09
H 3.39 -0.97 1.79
H 1.54 2.80 1.91
C -0.90 0.99 2.77
O -1.57 1.91 3.08
I 0.94 -2.70 2.53
*
```



Entry from the OMol25 dataset: C2H3OPS2 in the gas phase at a distorted geometry (the ωB97M-V functional and the def2-TZVPD basis).

Electronic energy = -35128.3234 eV
Energy above the lowest of the compared OMol25 structures with the same formula, charge and spin = 47.9 kJ/mol
SMILES = C#C[P@](O)(=S)S
HOMO-LUMO gap = 9.56 eV
Lowest unoccupied orbital energy = 0.3 eV
Maximum force = 4.75 eV/A

Geometry as ORCA input:
```
! RIJCOSX wB97M-V def2-TZVPD def2/J DEFGRID3
* xyz 0 1
C 2.13 -0.97 -0.57
C 1.04 -0.54 -0.32
P -0.78 -0.21 -0.05
O -0.83 -0.17 1.47
S -2.08 -1.35 -0.86
S -0.72 1.98 -0.72
H 3.07 -1.42 -0.77
H -0.03 0.28 1.74
H -1.79 2.40 0.07
*
```



Entry from the OMol25 dataset: a molecular structure, CHLi2O (the ωB97M-V functional and the def2-TZVPD basis).

Electronic energy = -3507.0390 eV
Energy above the lowest of the compared OMol25 structures with the same formula, charge and spin = 32.0 kJ/mol
HOMO-LUMO gap (spin up / spin down) = 4.60 / 5.10 eV
Lowest unoccupied orbital energy (spin up / spin down) = -1.2 / -1.3 eV
<S²> = 0.7527
Maximum force = 0.90 eV/A

Geometry as ORCA input:
```
! RIJCOSX wB97M-V def2-TZVPD def2/J DEFGRID3
* xyz 0 2
H 1.83 0.01 0.53
O -1.30 1.02 0.37
C -1.10 -0.03 -0.26
Li 0.64 1.32 0.68
Li -3.09 0.34 0.62
*
```



Which formula does entry 2 have? C2H2ClP



Look up the maximum force of the sixth one. 0.90 eV/A